Formula: C3H7N3O
Source: the OMol25 dataset
Level of theory: ωB97M-V with the def2-TZVPD basis set

The geometry in XYZ format:
```
14
Properties=species:S:1:pos:R:3
O -0.5199 -0.0667 1.0105
N -1.6082 2.9975 1.6343
N 0.0782 0.3789 -1.0001
N 1.1772 -1.6503 -1.5852
C -0.4779 0.8342 0.1221
C 0.5255 -0.8783 -0.8221
C -0.0321 -1.3019 0.4855
H -1.4684 2.5251 2.5875
H -0.8410 -2.0156 0.3252
H 1.5926 -1.4739 -2.5398
H 0.6069 1.1288 -1.5621
H 0.5934 -1.7749 1.2925
H -1.1084 3.8785 1.4030
H 1.4820 -2.5814 -1.3513
```

## Properties
Kohn-Sham gap (spin up / spin down), eV: 9.94 / 7.01
Total energy, a.u.: -357.13037
Charge: +2
HOMO energy (spin up / spin down), eV: -20.080 / -19.314
Max |F|, eV Å⁻¹: 4.4



Formula: C4H7NO2
Source: the OMol25 dataset
Level of theory: ωB97M-V with the def2-TZVPD basis set

The geometry in XYZ format:
```
14
Properties=species:S:1:pos:R:3
O -0.9158 1.4624 0.7852
O 2.6078 -0.6111 1.2023
N 2.2693 0.5860 -0.7866
C -1.0148 -0.5549 -0.8452
C 1.9513 -0.0042 0.4198
C -0.6339 0.1674 0.4137
C -1.6169 -0.8282 0.5935
H 1.4409 1.0626 -1.0587
H -1.3729 -1.7282 1.1204
H -1.2786 1.4296 1.6112
H -0.2473 -1.2288 -1.3837
H 3.1812 0.9005 -1.0755
H -2.7554 -0.5391 0.5594
H -1.6150 -0.1139 -1.5558
```

## Properties
Kohn-Sham gap (spin up / spin down), eV: 8.20 / 8.05
Total energy, a.u.: -361.67907
Charge: 0
HOMO energy (spin up / spin down), eV: -7.828 / -7.759
Max |F|, eV Å⁻¹: 4.6



Formula: C21H57BF4N9O9
Source: the OMol25 dataset
Level of theory: ωB97M-V with the def2-TZVPD basis set

The geometry in XYZ format:
```
101
Properties=species:S:1:pos:R:3
F -0.3818 1.1107 1.7393
F 1.2624 1.1791 0.1682
F 1.0820 -0.5452 1.6822
F 1.8214 1.4886 2.3981
O 3.0811 -2.6700 -2.0959
O -6.5303 -1.9422 -5.0023
O 3.6544 -5.8834 -6.5666
O -2.0997 4.2291 0.6963
O -0.2712 4.8651 4.9241
O 4.0241 -1.0238 4.6974
O -0.7613 -2.2562 4.7443
O -2.4641 -1.3350 -0.7578
O 2.9567 6.1241 0.6774
N 1.7750 -0.7768 4.4030
N -4.2898 -1.7269 -3.0692
N -2.7027 2.0185 0.6269
N -4.2078 3.6148 1.2255
N 1.7795 4.9900 2.8943
N -2.6896 -1.4767 5.7617
N -2.0522 -0.6407 3.7738
N 2.6289 -2.6467 5.4259
N 3.9904 -5.0828 -3.5131
C -1.2200 -1.3947 -0.0732
C 2.1616 -2.0114 -1.2753
C -7.8127 -2.1848 -5.5211
C 3.1925 4.9356 2.6707
C -5.1075 -0.6354 -3.5569
C 4.5142 -6.3840 -5.5439
C 3.4517 -3.9137 -1.5119
C -6.5447 -1.1201 -3.8422
C 4.9992 -5.3436 -4.5538
C -1.5430 4.2512 4.9144
C 4.5887 -4.5456 -2.2599
C -2.4353 -0.6137 -1.9690
C 2.8696 -1.4258 4.8222
C 2.3640 -5.5176 -6.1569
C -2.9176 3.3400 0.8599
C -0.1546 5.9498 4.0276
C 3.5664 6.7182 -0.4397
C 3.7780 6.0804 1.8466
C -1.7316 -1.5267 4.7561
C 1.2838 6.1711 3.6241
C -2.8547 -1.4898 -3.1576
B 1.0225 0.8336 1.5065
H 3.4424 -3.1917 5.6304
H 1.8707 6.1499 4.5600
H 1.7024 -5.2304 -6.9728
H -2.6438 -0.9783 -4.1107
H 1.6800 -2.8784 5.6590
H -1.8325 3.9727 3.8972
H 1.4714 4.2957 3.5690
H 0.8633 -1.1792 4.5245
H -1.4350 -1.3413 0.9866
H -1.5946 3.3563 5.5318
H -0.6123 6.8955 4.3467
H -5.3669 0.1217 -2.8045
H 1.8570 -6.4062 -5.7468
H 3.7592 4.8877 3.6267
H -4.6605 -2.5336 -3.5535
H 5.3800 -6.6833 -6.1420
H -4.6397 -0.1524 -4.4233
H 5.3981 -3.8483 -2.4969
H -7.2083 -0.2503 -3.8477
H 4.1065 -7.2748 -5.0578
H -2.7610 0.0608 3.8453
H -0.7530 -2.3687 -0.2854
H 2.5754 -4.5677 -1.5223
H 1.7849 -1.1490 -1.8416
H 5.9255 -5.7089 -4.1141
H 3.0002 6.5506 -1.3540
H 1.3124 -2.5138 -0.8152
H 3.8969 7.0454 2.3443
H -4.4293 4.5928 1.2703
H -0.3914 -0.7672 -0.4047
H 1.8893 0.0350 3.8134
H -2.3242 -2.4380 -3.2422
H 3.7997 -3.7098 -0.4919
H -1.4445 -0.2052 -2.1868
H -7.7257 -3.0541 -6.1692
H -3.3074 -0.7039 5.6113
H -3.4674 1.3746 0.5729
H 3.6375 7.7932 -0.2173
H 2.6348 -1.3768 -0.5117
H -6.8587 -1.7265 -2.9842
H -1.7272 1.7427 0.5717
H 3.4621 3.9469 2.2967
H -3.1301 0.2272 -1.9012
H 4.7567 5.7040 1.5282
H -4.9108 2.9156 1.3633
H -8.2485 -1.3088 -6.0178
H -2.5706 -2.0618 6.5646
H 2.3310 -4.7753 -5.3623
H 1.4496 7.0619 3.0200
H 4.5922 6.4612 -0.7417
H 3.2887 -4.3837 -3.7136
H 5.1281 -4.4127 -5.1170
H -8.6089 -2.4035 -4.7943
H -0.7469 5.6937 3.1382
H 4.9643 -5.3905 -1.6780
H -1.4084 -0.6848 2.9969
H -2.2285 4.9872 5.3530
```

## Properties
Kohn-Sham gap, eV: 7.99
Total energy, a.u.: -2428.84937
Charge: -1
HOMO energy, eV: -5.789
Max |F|, eV Å⁻¹: 3.2



Formula: C24H28FN3O3S
Source: the OMol25 dataset
Level of theory: ωB97M-V with the def2-TZVPD basis set

The geometry in XYZ format:
```
60
Properties=species:S:1:pos:R:3
S 3.2798 0.7613 -4.4779
F 2.9277 7.3754 -4.2396
O -0.7669 -4.7001 5.6028
O -2.6845 -4.6862 4.3997
O -0.6396 1.1781 0.9873
N 0.4137 -0.7699 1.4297
N -1.4748 -2.8029 4.5907
N 0.2787 1.7044 -3.9885
C -0.4778 2.9314 -3.7999
C -2.3449 -2.1299 3.6538
C -0.2718 -2.0715 4.9199
C 2.2657 1.9048 -5.4561
C 0.3983 4.1566 -3.9077
C 1.3286 4.4261 -2.9081
C -2.9269 -6.0346 4.7932
C 0.5386 -1.7782 3.6557
C 0.3338 4.9904 -5.0168
C 2.0966 6.3186 -4.1293
C 2.1851 5.5059 -3.0128
C -1.5978 -1.8548 2.3487
C -0.3315 -1.0386 2.6405
C 0.1623 0.3214 0.6639
C 0.8059 1.4884 -5.3129
C -3.6059 -6.1093 6.1533
C 2.2337 -0.1187 -0.7335
C 1.1792 6.0795 -5.1354
C 0.3444 1.0186 -1.6815
C 0.9750 1.1526 -2.9206
C 2.8848 0.0192 -1.9390
C 2.2800 0.6422 -3.0270
C -1.5704 -4.1129 4.9157
C 0.9440 0.3933 -0.6013
H 3.8939 -0.3451 -2.0610
H -2.9444 -5.7057 6.9158
H -1.2663 2.9609 -4.5574
H -0.5563 -1.1320 5.4056
H 2.4280 2.9208 -5.0965
H -3.8303 -7.1448 6.3927
H 2.9106 5.7241 -2.2455
H 2.6097 1.8187 -6.4853
H 0.1918 2.0449 -6.0237
H -1.9753 -6.5756 4.8177
H -4.5300 -5.5360 6.1457
H -3.2226 -2.7487 3.4756
H 0.8781 -2.7227 3.2235
H -0.9499 2.9091 -2.8182
H 1.4142 -1.1802 3.9101
H -0.3881 4.7932 -5.7961
H -0.6268 -0.0598 3.0359
H -1.3222 -2.8024 1.8796
H 1.1351 6.7360 -5.9898
H -3.5683 -6.4437 4.0092
H 0.3059 -2.6783 5.6186
H -2.2384 -1.2998 1.6629
H 0.9621 -1.5231 1.0466
H 1.3839 3.7814 -2.0433
H 2.7401 -0.5800 0.1004
H 0.7231 0.4204 -5.5497
H -2.6616 -1.1806 4.1006
H -0.6594 1.3882 -1.5410
```

## Properties
Kohn-Sham gap, eV: 8.44
Total energy, a.u.: -1819.45669
Charge: 0
HOMO energy, eV: -7.807
Structure (SMILES): CCOC(=O)N1CCC(NC(=O)c2ccc3c(c2)N(Cc2ccc(F)cc2)CCS3)CC1
Max |F|, eV Å⁻¹: 0.6



Formula: C5H8O2
Source: the OMol25 dataset
Level of theory: ωB97M-V with the def2-TZVPD basis set

The geometry in XYZ format:
```
15
Properties=species:S:1:pos:R:3
O 0.5845 2.0207 -1.3870
O 0.3914 -1.1028 -0.7463
C 0.7650 0.1030 -0.0885
C 0.6589 1.4764 -2.5710
C 0.4259 -1.0869 0.6771
C -0.8679 -1.2320 1.4207
C -0.1142 1.3013 -0.3332
H -0.1828 1.9686 0.5308
H -1.1208 1.0440 -0.6831
H -1.6736 -0.6722 0.9371
H -0.0512 0.6009 -2.5461
H -0.7417 -0.8575 2.4420
H 1.8156 0.3710 -0.2065
H -1.1561 -2.2849 1.4683
H 1.2670 -1.6494 1.0857
```

## Properties
Kohn-Sham gap, eV: 9.28
Total energy, a.u.: -345.62903
Charge: 0
HOMO energy, eV: -8.551
Max |F|, eV Å⁻¹: 0.6



Formula: C3H13NO4
Source: the OMol25 dataset
Level of theory: ωB97M-V with the def2-TZVPD basis set

The geometry in XYZ format:
```
21
Properties=species:S:1:pos:R:3
O -3.8303 3.0327 -1.2178
O 0.5695 -5.1147 1.3255
O -0.1872 0.3293 -0.1357
O -0.9720 -2.6697 1.5903
N 0.1685 2.5159 0.1872
C 2.2712 0.2242 -1.5535
C 0.6094 1.2489 -0.0474
C 2.0956 1.0877 -0.3076
H 0.2576 -4.2881 1.7366
H -1.2030 -1.9175 2.1476
H -3.9205 3.3880 -2.1112
H 0.7193 3.3282 0.3978
H -0.1033 -5.2474 0.6479
H 2.5852 2.0569 -0.3978
H 1.8298 -0.7502 -1.3560
H 1.6021 0.5585 -2.3364
H 3.2666 0.1545 -1.9843
H -0.8312 2.6071 0.2590
H -4.4537 3.5939 -0.7342
H -0.8805 -2.3401 0.6901
H 2.5699 0.6070 0.5297
```

## Properties
Kohn-Sham gap, eV: 10.64
Total energy, a.u.: -477.83440
Charge: 0
HOMO energy, eV: -10.038
Structure (SMILES): CCC(N)=O.O.O.O
Max |F|, eV Å⁻¹: 0.9